A 9-piece molecular cluster, C21H62NO9S8 overall, computed with ωB97M-V/def2-TZVPD.

Last columns: bonded neighbours and bond lengths (Å).
CARTESIAN COORDINATES (ANGSTROEM)
1 C 1.87 -1.18 -0.91  N2 1.463, H8 1.055, H9 1.210, H10 1.013
2 N 1.12 -0.57 0.19  C1 1.463, C3 1.467, C4 1.517, C5 1.503
3 C 1.26 -1.26 1.48  N2 1.467, H11 1.001, H12 1.146, H13 1.051
4 C 1.59 0.86 0.39  N2 1.517, H14 1.017, H15 0.876, H16 1.182
5 C -0.29 -0.56 -0.34  N2 1.503, C6 1.568, H17 1.196, H18 1.114
6 C -1.35 0.28 0.46  C5 1.568, O7 1.434, H19 1.138, H20 1.007
7 O -2.74 0.01 0.21  C6 1.434, H21 1.043
8 H 1.84 -0.69 -1.84  C1 1.055
9 H 1.40 -2.26 -1.19  C1 1.210
10 H 2.80 -1.38 -0.53  C1 1.013
11 H 0.80 -2.15 1.46  C3 1.001
12 H 0.68 -0.87 2.38  C3 1.146
13 H 2.24 -1.58 1.68  C3 1.051
14 H 2.57 0.82 0.62  C4 1.017
15 H 1.24 1.53 0.83  C4 0.876
16 H 1.40 1.35 -0.67  C4 1.182
17 H -0.93 -1.55 -0.13  C5 1.196
18 H -0.36 -0.38 -1.44  C5 1.114
19 H -1.09 1.34 0.14  C6 1.138
20 H -1.23 0.43 1.45  C6 1.007
21 H -3.35 0.78 0.56  O7 1.043
22 C 2.22 4.91 2.19  S23 1.801, H26 1.047, H27 1.061, H28 1.059
23 S 3.50 4.93 0.93  C22 1.801, O24 1.575, C25 1.762
24 O 4.06 3.46 0.86  S23 1.575
25 C 2.37 5.12 -0.41  S23 1.762, H29 1.027, H30 1.074, H31 0.992
26 H 1.79 5.86 2.26  C22 1.047
27 H 2.58 4.66 3.16  C22 1.061
28 H 1.47 4.18 2.12  C22 1.059
29 H 2.91 5.12 -1.28  C25 1.027
30 H 1.77 6.01 -0.45  C25 1.074
31 H 1.74 4.36 -0.42  C25 0.992
32 C -3.05 -1.74 -3.84  S33 1.826, H36 1.061, H37 1.024, H38 0.996
33 S -1.36 -2.21 -4.35  C32 1.826, O34 1.519, C35 1.794
34 O -0.57 -2.61 -3.11  S33 1.519
35 C -1.79 -3.71 -5.23  S33 1.794, H39 1.180, H40 1.024, H41 1.139
36 H -3.43 -1.80 -4.83  C32 1.061
37 H -3.29 -0.99 -3.18  C32 1.024
38 H -3.47 -2.57 -3.49  C32 0.996
39 H -2.87 -4.07 -4.93  C35 1.180
40 H -1.13 -4.47 -5.01  C35 1.024
41 H -1.39 -3.63 -6.30  C35 1.139
42 C -2.47 -2.20 2.95  S43 1.802, H46 1.072, H47 1.105, H48 1.040
43 S -3.94 -3.24 3.09  C42 1.802, O44 1.581, C45 1.759
44 O -3.85 -3.85 4.55  S43 1.581
45 C -4.98 -1.85 3.32  S43 1.759, H49 1.154, H50 1.134, H51 1.085
46 H -2.42 -1.62 3.85  C42 1.072
47 H -2.49 -1.48 2.11  C42 1.105
48 H -1.70 -2.89 2.92  C42 1.040
49 H -4.62 -1.27 4.26  C45 1.154
50 H -6.05 -2.22 3.41  C45 1.134
51 H -4.92 -1.53 2.29  C45 1.085
52 C 2.97 -2.12 -4.73  S53 1.812, H56 1.050, H57 1.035, H58 1.066
53 S 4.67 -1.49 -4.84  C52 1.812, O54 1.537, C55 1.836
54 O 5.04 -0.93 -3.46  S53 1.537
55 C 5.57 -3.09 -4.95  S53 1.836, H59 1.195, H60 1.294, H61 0.999
56 H 2.41 -1.36 -4.27  C52 1.050
57 H 3.07 -3.08 -4.36  C52 1.035
58 H 2.98 -2.56 -5.71  C52 1.066
59 H 5.28 -3.85 -4.08  C55 1.195
60 H 6.73 -2.74 -4.49  C55 1.294
61 H 5.76 -3.44 -5.86  C55 0.999
62 C -6.29 2.64 1.35  S63 1.769, H66 1.080, H67 1.132, H68 1.202
63 S -5.22 2.09 2.65  C62 1.769, O64 1.577, C65 1.697
64 O -3.91 1.56 1.95  S63 1.577
65 C -4.74 3.62 3.21  S63 1.697, H69 1.106, H70 1.244, H71 1.014
66 H -7.08 3.18 1.85  C62 1.080
67 H -6.71 1.88 0.63  C62 1.132
68 H -5.68 3.31 0.57  C62 1.202
69 H -3.83 3.59 3.83  C65 1.106
70 H -5.35 4.07 4.20  C65 1.244
71 H -4.72 4.31 2.46  C65 1.014
72 C 5.19 -5.25 1.30  S73 1.867, H76 1.034, H77 1.211, H78 1.051
73 S 4.66 -4.01 0.01  C72 1.867, O74 1.577, C75 1.887
74 O 3.19 -3.62 0.43  S73 1.577
75 C 5.64 -2.57 0.75  S73 1.887, H79 1.051, H80 1.005, H81 1.135
76 H 6.12 -5.50 0.91  C72 1.034
77 H 4.65 -6.33 1.21  C72 1.211
78 H 5.20 -5.02 2.32  C72 1.051
79 H 5.12 -2.50 1.66  C75 1.051
80 H 5.33 -2.01 -0.02  C75 1.005
81 H 6.57 -3.23 0.74  C75 1.135
82 C -2.54 2.89 -2.12  S83 1.828, H86 1.111, H87 1.065, H88 1.140
83 S -1.02 3.20 -3.09  C82 1.828, O84 1.491, C85 1.781
84 O 0.15 2.70 -2.31  S83 1.491
85 C -1.33 1.89 -4.27  S83 1.781, H89 1.132, H90 1.053, H91 0.999
86 H -2.68 3.62 -1.30  C82 1.111
87 H -2.69 2.02 -1.53  C82 1.065
88 H -3.31 2.95 -2.96  C82 1.140
89 H -1.25 0.84 -3.85  C85 1.132
90 H -0.56 1.94 -4.98  C85 1.053
91 H -2.20 2.00 -4.75  C85 0.999
92 C -1.07 2.26 3.77  S93 1.800, H96 1.065, H97 1.181, H98 1.167
93 S -0.27 1.26 5.04  C92 1.800, O94 1.524, C95 1.715
94 O -0.19 -0.19 4.59  S93 1.524
95 C 1.29 1.95 4.86  S93 1.715, H99 1.107, H100 0.987, H101 1.133
96 H -1.28 3.24 4.13  C92 1.065
97 H -2.17 1.91 3.53  C92 1.181
98 H -0.49 2.38 2.77  C92 1.167
99 H 1.30 3.06 4.79  C95 1.107
100 H 1.91 1.41 4.31  C95 0.987
101 H 1.70 1.53 5.83  C95 1.133

Results
* energy above the lowest of the compared OMol25 structures with the same formula, charge and spin: 2.599 eV
* DFT total energy: -4753.77882 Ha
* multiplicity: 1
* total charge: +1
* E_HOMO: -0.3747 Eh
* gap between HOMO and LUMO: 0.306 Ha
* molar mass: 729.26 u